Record 1
# C3H5NOS

An isolated molecule of C3H5NOS in a non-equilibrium geometry (ωB97M-V with the def2-TZVPD basis set, OMol25).

Geometry as XYZ:
```
11
Properties=species:S:1:pos:R:3:forces:R:3:mulliken_charge:R:1
O 0.968 1.819 0.000 0.1 0.7 0.0 -0.57
C 0.885 0.637 0.001 -0.1 -1.0 0.1 0.42
C 1.851 -0.567 0.004 -0.1 0.0 0.4 -0.37
C 0.583 -1.454 0.002 0.0 -1.0 -0.4 -0.45
N -0.207 -0.231 0.010 -0.2 0.5 -0.1 0.01
S -1.867 0.044 -0.084 0.2 0.0 -0.1 -0.15
H 2.455 -0.628 -0.890 0.2 0.0 -0.2 0.25
H 2.468 -0.636 0.912 -0.2 0.1 -0.4 0.24
H 0.425 -2.083 -0.914 0.2 0.6 0.8 0.25
H 0.442 -2.073 0.904 0.1 0.2 -0.4 0.25
H -2.134 0.077 1.229 0.0 0.0 0.2 0.12
```
Forces are in eV/Å.

Its SMILES is O=C1CCN1S. The gap between HOMO and LUMO comes out at 10.478 eV. The value obtained for the energy relative to the best compared isomer or geometry (same formula, charge and spin) is 113.6 kJ/mol. The largest force on an atom comes out at 1.11 eV/Å. The lowest unoccupied orbital energy comes out at 0.7 eV. The charge is 0.

---

Record 2
# C30H45MnN4O7S2Sb

A structure of composition C30H45MnN4O7S2Sb in a non-equilibrium geometry (ωB97M-V with the def2-TZVPD basis set, OMol25).

Geometry as XYZ:
```
90
Properties=species:S:1:pos:R:3:forces:R:3:mulliken_spin:R:1
Mn -0.917 0.194 -0.339 -1.1 -0.4 -1.1 2.24
C -5.777 1.784 -0.966 0.2 0.0 0.1 0.00
O -4.391 2.161 -0.710 -0.4 0.2 -0.1 0.00
C -3.451 1.283 -0.809 0.0 0.1 0.0 0.00
O -2.259 1.644 -0.688 0.3 0.1 0.2 0.03
N -3.739 -0.001 -1.063 0.0 0.1 0.0 0.01
N -2.640 -0.848 -1.197 0.5 0.4 0.4 -0.03
H -6.323 2.712 -1.019 0.0 0.2 0.0 0.00
H -6.155 1.184 -0.142 0.0 0.0 0.1 0.00
H -5.856 1.257 -1.914 0.0 0.0 -0.1 0.00
H -4.660 -0.391 -0.973 -0.2 -0.1 0.0 0.00
H -2.662 -1.286 -2.103 0.2 -0.1 -0.5 0.00
H -2.621 -1.586 -0.483 -0.1 -0.5 0.2 -0.01
O -0.308 -2.005 7.907 0.2 0.0 -0.2 0.00
C 0.395 -1.921 6.768 -0.3 0.1 0.1 0.00
O 1.532 -2.277 6.723 0.3 0.0 -0.1 0.04
C -0.279 -1.345 5.535 0.0 0.0 0.1 0.14
C -1.496 -0.659 5.560 0.0 0.0 0.0 -0.05
C -2.039 -0.165 4.393 0.1 -0.1 0.0 0.16
C -1.347 -0.343 3.168 0.1 -0.2 0.0 0.01
S -2.111 0.189 1.756 -0.2 0.0 0.2 0.57
C -0.089 -0.997 3.161 -0.1 0.1 0.1 0.07
C 0.421 -1.499 4.328 0.1 -0.1 0.1 -0.03
H -1.238 -1.793 7.795 -0.2 0.0 0.0 0.00
H -2.035 -0.491 6.486 0.1 0.0 -0.1 0.00
H -2.991 0.351 4.399 0.1 0.0 0.0 0.00
H 0.469 -1.094 2.241 -0.1 0.0 -0.1 0.05
H 1.368 -2.028 4.351 -0.1 0.1 0.0 0.00
C 3.544 2.752 0.950 0.0 0.0 -0.1 0.00
C 2.422 2.276 1.883 -0.2 0.0 0.0 0.00
C 2.936 1.204 2.860 0.0 0.0 0.0 0.01
C 1.802 3.462 2.649 0.0 0.0 0.0 0.00
C 1.331 1.665 1.084 1.2 0.8 0.8 0.01
N 0.466 1.214 0.503 -0.4 -0.1 -0.4 -0.08
H 4.279 3.291 1.551 0.0 0.0 0.0 0.00
H 3.170 3.433 0.183 0.0 0.0 0.1 0.00
H 4.045 1.911 0.468 0.0 0.0 0.0 0.00
H 3.724 1.646 3.472 -0.1 0.0 -0.1 0.00
H 3.355 0.350 2.323 0.0 0.0 0.0 0.00
H 2.140 0.854 3.521 0.1 0.0 0.0 0.00
H 2.586 3.934 3.245 -0.1 0.0 -0.1 0.00
H 1.008 3.128 3.322 0.1 0.0 -0.1 0.00
H 1.393 4.207 1.962 0.0 0.0 0.1 0.00
C 1.420 3.384 -3.793 0.0 0.1 0.0 0.00
C 0.201 3.078 -2.920 0.1 -0.1 0.1 -0.02
C 0.260 3.816 -1.584 0.1 0.1 -0.2 0.00
Sb -0.004 0.936 -2.717 0.2 0.0 0.1 -0.12
C -1.192 0.441 -4.439 0.1 0.3 0.0 -0.02
C -2.593 1.049 -4.332 0.1 -0.1 -0.2 -0.01
C -0.447 0.932 -5.687 -0.1 -0.1 0.0 0.00
C 1.917 0.098 -3.153 -0.1 -0.1 0.2 -0.02
C 2.821 0.229 -1.922 0.1 0.0 -0.2 0.00
C 1.730 -1.355 -3.592 0.2 0.0 0.0 -0.01
H 1.445 4.457 -4.012 0.0 -0.1 0.0 0.00
H 1.410 2.856 -4.749 0.0 0.1 0.1 0.00
H 2.354 3.133 -3.276 -0.1 0.0 -0.1 0.00
H -0.717 3.356 -3.441 0.0 0.0 -0.1 0.00
H 1.204 3.614 -1.071 0.0 0.0 0.0 0.00
H -0.561 3.564 -0.919 -0.1 -0.1 0.1 0.00
H 0.216 4.895 -1.769 0.0 -0.1 0.0 0.00
H -1.249 -0.647 -4.444 0.0 -0.1 -0.1 0.00
H -2.552 2.141 -4.280 0.0 -0.1 0.0 0.00
H -3.149 0.689 -3.465 0.0 0.0 0.0 0.00
H -3.173 0.791 -5.223 0.0 0.0 0.1 0.00
H -0.433 2.027 -5.734 0.0 -0.2 0.0 0.00
H -0.963 0.576 -6.584 0.0 0.0 0.1 0.00
H 0.586 0.571 -5.741 -0.1 0.0 0.0 0.00
H 2.312 0.703 -3.971 0.0 0.0 0.0 0.00
H 2.401 -0.308 -1.068 0.0 0.0 0.0 0.01
H 2.975 1.276 -1.635 0.0 -0.1 0.0 0.00
H 3.805 -0.201 -2.140 -0.1 0.1 0.0 0.00
H 1.303 -1.961 -2.787 0.0 0.0 0.0 0.00
H 2.701 -1.787 -3.849 -0.1 0.0 0.0 0.00
H 1.091 -1.451 -4.472 0.0 0.0 0.0 0.00
O -2.434 -5.086 -0.051 -0.1 0.2 0.0 0.00
S -1.820 -4.277 0.951 0.1 -0.5 0.2 0.00
O -2.399 -4.158 2.254 0.0 0.2 -0.2 0.00
N -1.577 -2.740 0.328 0.0 0.1 0.1 0.03
C -0.316 -2.478 0.220 0.4 0.3 -0.1 -0.02
O 0.169 -1.327 -0.209 -0.5 -0.5 0.3 0.04
C 0.615 -3.541 0.661 0.0 0.1 0.0 0.00
C 1.994 -3.509 0.743 0.2 0.0 0.0 0.00
C 2.640 -4.616 1.288 0.0 0.1 -0.1 0.00
C 1.915 -5.715 1.738 0.0 0.0 0.0 0.00
C 0.524 -5.744 1.655 -0.1 -0.1 0.0 0.00
C -0.096 -4.641 1.106 0.1 0.0 0.1 0.00
H 2.550 -2.644 0.398 0.0 -0.1 0.0 0.00
H 3.721 -4.623 1.365 -0.1 0.0 0.0 0.00
H 2.437 -6.560 2.171 0.0 0.1 -0.1 0.00
H -0.043 -6.599 2.009 0.1 0.1 0.0 0.00
```
Forces are in eV/Å.

Its spin multiplicity is 4. The gap between HOMO and LUMO (spin up / spin down) comes out at 7.569 / 6.147 eV. The value obtained for the energy relative to the best compared isomer or geometry (same formula, charge and spin) is 34.2 kJ/mol. The largest force on an atom comes out at 1.68 eV/Å. The lowest unoccupied orbital energy (spin up / spin down) comes out at -6.7 / -8.2 eV. The charge is +2.

---

Record 3
# C5H9NO2

An isolated molecule of C5H9NO2 in a non-equilibrium geometry (ωB97M-V with the def2-TZVPD basis set, OMol25).

Geometry as XYZ:
```
17
Properties=species:S:1:pos:R:3:forces:R:3:mulliken_charge:R:1
C -1.938 -1.140 0.589 1.4 1.0 1.1 -0.87
C -0.817 -0.458 0.868 -0.7 -1.0 0.2 -0.76
C 0.307 -0.042 -0.016 0.0 0.9 -3.4 2.14
C 0.281 -0.700 -1.416 -0.5 -0.2 0.1 -1.71
N 1.536 -0.359 0.621 -0.1 -2.0 -0.9 -0.74
C 0.252 1.478 -0.283 -2.1 0.0 -3.2 0.20
O -0.070 2.092 -1.318 1.0 -1.6 2.3 -0.62
O 0.516 2.052 0.836 0.8 2.4 2.0 -0.39
H -2.569 -1.475 1.396 -0.1 0.1 0.1 0.27
H -2.222 -1.395 -0.390 -0.3 -0.2 -1.2 0.29
H -0.523 -0.303 1.890 -0.4 0.2 0.6 0.24
H 0.216 -1.745 -1.176 -0.2 -0.7 -0.3 0.46
H -0.583 -0.361 -2.029 0.6 -0.3 0.5 0.30
H 1.193 -0.585 -2.021 -0.2 0.4 0.5 0.39
H 2.342 0.014 0.206 1.0 0.5 -1.1 0.22
H 1.567 -0.093 1.542 -0.1 0.7 2.7 0.22
H 0.511 3.018 0.701 -0.1 -0.2 0.1 0.36
```
Forces are in eV/Å.

Its SMILES is C=C[C@](C)(N)C(=O)O. The gap between HOMO and LUMO comes out at 9.930 eV. The value obtained for the energy relative to the best compared isomer or geometry (same formula, charge and spin) is 124.4 kJ/mol. The largest force on an atom comes out at 3.88 eV/Å. The lowest unoccupied orbital energy comes out at 0.6 eV. The charge is 0.

---

Record 4
# C5H9N2P

An isolated molecule of C5H9N2P in a non-equilibrium geometry (ωB97M-V with the def2-TZVPD basis set, OMol25).

Geometry as XYZ:
```
17
Properties=species:S:1:pos:R:3:forces:R:3:mulliken_charge:R:1
C -0.699 1.954 -2.158 3.0 -0.3 0.7 -0.98
P -0.096 1.577 -0.367 -0.8 0.2 -1.5 0.16
N -0.437 -0.146 -0.557 -0.5 -1.2 0.4 -0.68
N -0.153 -0.939 0.610 -1.8 1.7 -0.6 0.42
C 0.816 -1.817 0.851 1.7 -1.4 -0.5 -0.19
C 0.817 -2.185 2.174 -2.0 2.2 -1.5 -0.78
C -0.233 -1.472 2.762 -1.2 0.9 0.6 -0.35
C -0.826 -0.716 1.761 -2.0 0.7 1.6 -0.39
H -1.623 2.343 -2.453 -1.7 0.4 0.2 0.36
H -0.427 1.045 -2.748 -0.2 0.8 0.3 0.28
H 0.083 2.736 -2.342 -0.9 -0.5 -0.5 0.30
H 1.127 1.608 -1.046 0.8 -0.4 0.6 0.03
H -1.469 -0.185 -0.697 1.0 -0.3 0.0 0.31
H 1.392 -2.291 0.094 0.5 0.3 -0.7 0.41
H 1.581 -2.620 2.660 2.2 -2.0 1.4 0.47
H -0.538 -1.452 3.814 0.2 -0.1 -0.6 0.37
H -1.787 -0.097 1.768 1.8 -0.8 0.0 0.26
```
Forces are in eV/Å.

Its SMILES is CPNn1cccc1. The gap between HOMO and LUMO comes out at 9.073 eV. The value obtained for the energy relative to the best compared isomer or geometry (same formula, charge and spin) is 171.7 kJ/mol. The largest force on an atom comes out at 3.35 eV/Å. The lowest unoccupied orbital energy comes out at 0.9 eV. The charge is 0.

---

Record 5
# C26H26N3O4S

A cluster of 2 separate species, C26H26N3O4S in total in a non-equilibrium geometry (ωB97M-V with the def2-TZVPD basis set, OMol25).

Geometry as XYZ:
```
60
Properties=species:S:1:pos:R:3:forces:R:3:mulliken_charge:R:1
O -1.031 -2.883 5.232 1.1 -0.7 0.2 -0.74
C -1.806 -2.336 4.446 -0.2 0.2 1.4 0.29
O -2.779 -1.633 4.717 -1.0 0.7 -0.5 -0.71
C -1.509 -2.537 2.965 0.1 -0.9 -1.1 0.02
C -2.745 -3.030 2.180 -0.1 -0.2 0.0 -0.82
C -3.019 -1.958 1.167 0.8 0.2 0.6 0.84
C -2.080 -0.928 1.304 -0.8 -0.1 -0.4 0.32
C -2.131 0.176 0.467 0.6 0.2 0.4 -0.95
C -3.112 0.246 -0.497 -0.2 0.0 -0.3 -0.88
C -4.042 -0.773 -0.633 0.0 -0.1 0.0 -0.39
C -3.999 -1.879 0.200 0.1 0.0 0.1 -0.69
N -1.169 -1.234 2.345 3.2 2.4 1.7 0.19
C -0.132 -0.483 2.846 -3.1 -3.2 -1.6 -0.16
C 0.211 0.818 2.381 1.9 1.6 -2.3 -1.00
C 1.205 1.063 1.448 -2.1 -1.6 2.4 -0.10
C 1.463 2.306 0.806 0.4 1.6 -0.7 1.08
C 2.550 2.403 -0.079 -0.5 -0.4 0.6 -0.62
C 2.818 3.572 -0.745 0.1 0.3 -0.2 -0.54
C 2.011 4.679 -0.556 0.1 0.0 -0.1 -0.45
C 0.936 4.613 0.312 0.0 0.3 0.0 -0.68
C 0.661 3.449 0.988 0.3 -0.7 0.0 -0.26
H -0.652 -3.220 2.866 -0.2 0.4 -0.1 0.27
H -2.568 -3.992 1.687 0.1 0.1 0.1 0.31
H -3.596 -3.143 2.861 0.2 0.1 0.0 0.35
H -1.404 0.958 0.570 0.0 0.3 -0.1 0.57
H -3.147 1.093 -1.162 0.1 0.2 -0.1 0.67
H -4.797 -0.713 -1.401 -0.1 0.1 -0.1 0.43
H -4.716 -2.674 0.097 -0.2 -0.2 0.0 0.44
H 0.473 -0.984 3.590 -0.2 -0.3 0.2 0.57
H -0.396 1.652 2.703 -0.3 0.0 0.1 0.46
H 1.790 0.220 1.126 0.3 -0.3 -0.1 0.32
H 3.179 1.541 -0.222 0.1 -0.2 -0.1 0.36
H 3.659 3.624 -1.416 0.1 0.0 -0.1 0.39
H 2.223 5.591 -1.089 0.0 0.2 -0.1 0.39
H 0.313 5.481 0.456 -0.2 0.1 0.0 0.45
H -0.183 3.410 1.653 -0.2 0.0 0.1 0.22
C -6.050 7.821 -0.606 -0.1 -0.3 0.3 -1.00
C -5.107 8.105 -1.754 0.1 0.6 -0.5 -0.96
N -4.374 6.906 -2.167 -0.1 -0.5 -0.5 0.09
C -3.140 6.687 -1.515 1.4 -0.7 0.5 0.57
O -2.717 7.502 -0.694 -0.4 0.9 0.4 -0.78
C -2.431 5.517 -1.822 -1.3 0.2 -0.8 -0.87
C -2.943 4.579 -2.729 1.2 0.3 1.1 0.37
O -2.371 3.511 -2.955 -0.1 -1.0 -0.7 -0.79
N -4.155 4.886 -3.382 -0.3 0.7 0.1 0.09
C -4.636 3.879 -4.328 0.1 0.2 -0.7 -1.00
C -5.480 2.834 -3.635 -0.2 -0.2 0.3 -0.58
C -4.870 6.030 -3.107 0.5 -0.1 0.4 0.40
S -6.300 6.348 -3.884 -0.9 0.1 -0.5 -0.42
H -6.646 8.693 -0.333 0.1 0.1 -0.1 0.36
H -6.740 7.012 -0.853 0.0 0.0 -0.1 0.25
H -5.488 7.511 0.275 0.1 0.0 0.0 0.30
H -5.637 8.507 -2.622 0.0 -0.3 0.1 0.46
H -4.361 8.859 -1.473 -0.1 -0.4 0.1 0.37
H -1.495 5.326 -1.338 0.1 -0.1 0.1 0.71
H -5.184 4.382 -5.132 0.0 0.0 0.4 0.51
H -3.751 3.424 -4.789 -0.1 0.1 0.4 0.37
H -5.877 2.090 -4.329 0.1 0.1 -0.1 0.38
H -4.892 2.308 -2.881 0.1 0.0 -0.1 -0.06
H -6.324 3.296 -3.121 0.0 0.1 -0.1 0.26
```
Forces are in eV/Å.

The gap between HOMO and LUMO comes out at 4.765 eV. The largest force on an atom comes out at 4.81 eV/Å. The lowest unoccupied orbital energy comes out at 0.4 eV. The charge is -1.